(1)
41
Properties=species:S:1:pos:R:3 method="wB97M-V/def2-TZVPD" spin_multiplicity=3 orbital_gap_ev="5.70 / 4.48" total_charge=+4 e_above_lowest_kj_mol=0.00
N -0.102 1.785 0.159
C 0.025 2.941 0.279
C 0.278 4.347 0.389
H -0.675 4.892 0.354
H 0.920 4.679 -0.442
H 0.787 4.564 1.341
N 2.216 -1.426 -0.432
C 3.195 -2.052 -0.462
C 4.404 -2.835 -0.422
H 5.132 -2.418 -1.132
H 4.174 -3.877 -0.692
H 4.832 -2.809 0.592
N -1.650 -0.688 0.129
C -2.666 -1.249 0.258
C -3.879 -1.996 0.406
H -3.741 -2.792 1.154
H -4.152 -2.450 -0.558
H -4.680 -1.320 0.731
W 0.419 -0.277 -0.033
C 0.246 -1.686 1.448
O 0.129 -2.424 2.343
C 1.595 0.471 1.452
O 2.223 0.920 2.327
C 0.763 1.209 -2.445
C -0.636 1.268 -2.355
C -1.392 0.100 -2.364
C -0.764 -1.149 -2.495
C 0.626 -1.210 -2.665
C 1.391 -0.028 -2.647
H 1.359 2.120 -2.368
H -1.141 2.232 -2.271
H -2.479 0.164 -2.292
H -1.355 -2.067 -2.468
H 1.115 -2.178 -2.787
H 2.474 -0.073 -2.764
C -1.436 0.622 3.709
O -1.791 1.184 2.442
H -1.758 -0.424 3.681
H -1.949 1.131 4.541
H -0.348 0.652 3.863
H -1.706 2.150 2.498



(2)
41
Properties=species:S:1:pos:R:3 method="wB97M-V/def2-TZVPD" spin_multiplicity=1 orbital_gap_ev=8.57 e_above_lowest_kj_mol=447.80 smiles="CC(C)CCNC(=O)[C@H]1CC(c2cccc([N+](=O)[O-])c2)=NO1"
C -3.130 2.466 -0.514
H -3.215 1.647 0.196
H -3.508 2.124 -1.475
H -3.757 3.285 -0.170
C -1.677 2.923 -0.641
C -1.576 4.056 -1.659
H -2.016 3.748 -2.605
H -0.542 4.334 -1.848
H -2.111 4.934 -1.303
C -1.157 3.345 0.739
H -1.736 4.198 1.097
H -1.308 2.520 1.438
C 0.326 3.726 0.771
N 1.180 2.659 0.296
C 1.659 1.704 1.102
O 1.555 1.682 2.310
C 2.425 0.600 0.343
H 3.459 0.929 0.200
C 2.296 -0.753 1.046
C 1.471 -1.499 0.024
N 1.266 -0.818 -1.037
O 1.843 0.405 -0.964
C 0.969 -2.849 0.183
C 0.271 -3.458 -0.861
C -0.196 -4.751 -0.702
C 0.010 -5.461 0.476
C 0.699 -4.853 1.509
C 1.175 -3.560 1.367
H 1.710 -3.099 2.183
H 0.866 -5.388 2.431
H -0.369 -6.468 0.562
N -0.914 -5.382 -1.788
O -1.093 -4.735 -2.795
O -1.291 -6.522 -1.621
H 0.103 -2.924 -1.783
H 1.782 -0.630 2.003
H 3.254 -1.246 1.219
H 1.226 2.497 -0.700
H 0.516 4.613 0.165
H 0.619 3.930 1.804
H -1.085 2.073 -0.998



(3)
41
Properties=species:S:1:pos:R:3 method="wB97M-V/def2-TZVPD" spin_multiplicity=1 orbital_gap_ev=8.58 e_above_lowest_kj_mol=1523.81 smiles="CCOc1ccc(-c2noc(CCCC(N)=O)n2)cc1OC"
C -6.958 -0.649 -0.062
C -5.647 0.264 -0.120
H -5.622 0.995 -1.044
H -5.787 0.893 0.741
O -4.620 -0.717 -0.219
C -3.482 -0.039 0.023
C -3.283 1.289 0.128
C -1.924 1.936 -0.118
C -0.878 1.070 -0.039
C -1.005 -0.382 0.059
C -2.385 -0.643 0.046
O -2.751 -2.070 -0.066
C -1.576 -3.281 -0.018
H -0.920 -2.933 -0.742
H -1.014 -2.999 0.879
H -2.147 -4.110 0.224
H -0.147 -1.144 0.168
C 0.493 1.492 0.183
N 0.957 2.921 0.073
O 2.184 2.882 0.288
C 2.580 1.556 0.064
N 1.513 0.823 0.267
C 4.071 1.383 0.228
H 4.546 2.270 0.384
H 4.317 0.862 0.825
C 4.604 0.483 -1.064
C 3.914 -1.120 -1.068
C 4.515 -1.655 -0.002
O 5.308 -1.533 0.874
N 3.916 -3.069 0.186
H 3.121 -3.177 -0.523
H 4.160 -3.703 0.693
H 2.855 -0.817 -0.901
H 4.071 -1.547 -2.048
H 5.573 0.303 -1.016
H 4.285 1.195 -1.929
H -1.696 2.984 -0.175
H -4.021 2.127 0.187
H -6.978 -1.250 -1.003
H -8.038 0.066 -0.090
H -6.939 -1.350 0.902



(4)
54
Properties=species:S:1:pos:R:3 method="wB97M-V/def2-TZVPD" spin_multiplicity=1 orbital_gap_ev=7.05 total_charge=+1
C -4.730 0.416 0.393
C -4.598 1.784 1.290
C -3.205 2.549 0.766
O -3.257 3.907 0.842
O -2.028 1.817 0.243
C -0.776 2.539 0.501
C 0.595 1.764 0.058
C 0.506 0.129 -0.105
C 2.139 -0.241 -0.135
C 2.971 0.599 -1.320
C 3.926 1.797 -0.673
N 3.571 3.268 -0.651
O 5.093 1.398 -0.135
C -0.006 -0.799 1.148
Br -0.760 0.076 2.834
C 0.996 -1.831 1.930
O 1.058 -3.154 1.830
N 1.918 -1.210 3.002
C 3.313 -1.790 2.930
O 3.661 -3.004 3.424
F 4.457 -1.004 2.338
C -1.448 -1.391 0.537
O -2.253 -2.127 1.354
N -1.705 -1.005 -0.898
C -0.333 -0.501 -1.397
S 0.291 -2.033 -2.273
C 0.379 -3.595 -1.248
O -0.608 -2.443 -3.507
O 1.727 -1.868 -2.910
S -0.839 0.552 -2.840
O 0.129 0.431 -4.083
O -2.277 0.051 -3.271
F -1.034 2.225 -2.591
H -5.871 0.250 0.090
H -4.384 -0.481 1.086
H -4.110 0.479 -0.610
H -5.539 2.468 1.021
H -4.499 1.610 2.447
H -0.663 2.779 1.664
H -0.813 3.607 -0.023
H 0.910 2.330 -0.946
H 1.486 1.972 0.822
H 2.356 -1.360 -0.405
H 2.681 0.115 0.868
H 3.731 -0.122 -1.889
H 2.221 0.988 -2.129
H 3.474 3.646 0.317
H 2.748 3.492 -1.257
H 1.513 -1.521 3.924
H -1.953 -1.927 -1.333
H 1.424 -3.651 -0.704
H 0.388 -4.500 -2.028
H -0.540 -3.793 -0.549
Na -1.433 -3.685 2.248



(5)
51
Properties=species:S:1:pos:R:3 method="wB97M-V/def2-TZVPD" spin_multiplicity=1 orbital_gap_ev=8.75 total_charge=-1 e_above_lowest_kj_mol=858.10
Br -25.593 -11.188 -7.306
C -26.423 -11.684 -4.816
C -27.128 -10.322 -4.885
O -28.146 -10.417 -3.896
C -28.333 -11.664 -3.574
O -29.333 -12.075 -2.920
O -27.358 -12.430 -4.078
H -25.508 -11.583 -4.231
H -26.165 -12.198 -5.742
H -27.558 -10.174 -5.876
H -26.479 -9.460 -4.729
C -25.372 -8.971 -9.128
C -26.342 -9.389 -10.203
O -25.531 -10.046 -11.131
C -24.228 -9.729 -10.962
O -23.327 -10.091 -11.731
O -24.114 -9.154 -9.763
H -25.411 -9.625 -8.257
H -25.585 -7.925 -8.907
H -26.869 -8.505 -10.561
H -27.152 -10.048 -9.891
C -25.110 -12.729 -9.512
C -26.499 -12.368 -9.928
O -26.849 -13.598 -10.512
C -25.883 -14.378 -10.804
O -26.053 -15.358 -11.513
O -24.830 -13.939 -10.169
H -25.117 -12.784 -8.423
H -24.352 -11.971 -9.708
H -26.478 -11.490 -10.574
H -26.976 -12.100 -8.985
C -23.735 -11.870 -4.678
C -23.215 -12.491 -5.986
O -22.053 -11.701 -6.222
C -22.080 -10.593 -5.531
O -21.162 -9.798 -5.435
O -23.184 -10.614 -4.771
H -23.347 -12.435 -3.830
H -24.800 -11.953 -4.460
H -23.924 -12.357 -6.804
H -22.929 -13.541 -6.040
C -24.323 -9.013 -5.958
C -25.311 -8.150 -6.786
O -26.068 -7.549 -5.782
C -25.339 -7.533 -4.629
O -25.537 -6.790 -3.663
O -24.427 -8.487 -4.677
H -23.324 -8.964 -6.391
H -24.570 -10.070 -5.860
H -25.871 -8.682 -7.556
H -24.825 -7.399 -7.409



(6)
38
Properties=species:S:1:pos:R:3 method="wB97M-V/def2-TZVPD" spin_multiplicity=1 orbital_gap_ev=2.88 total_charge=-2 e_above_lowest_kj_mol=0.00
Sc 0.047 -0.526 0.416
C 2.158 0.205 1.654
C 2.574 -0.646 0.581
C 2.327 0.041 -0.652
H 3.032 -1.627 0.693
C 1.760 1.314 -0.339
C 1.648 1.410 1.087
H 1.294 2.265 1.656
H 2.235 -0.014 2.715
H 2.608 -0.295 -1.651
H 1.531 2.094 -1.066
C -2.306 0.030 1.036
C -1.549 1.181 1.408
C -1.153 1.847 0.213
H -1.352 1.517 2.423
C -1.613 1.083 -0.903
C -2.318 -0.051 -0.397
H -2.869 -0.782 -0.993
H -2.830 -0.641 1.714
H -0.660 2.818 0.151
H -1.562 1.391 -1.947
O 0.299 -2.024 -0.780
C -0.349 -0.331 -4.061
C 0.295 -1.585 -3.534
C 0.450 0.887 -4.235
C -1.790 -0.336 -4.348
C 0.396 -2.480 -2.102
H 1.355 -1.504 -3.815
H -0.120 -2.367 -4.196
H -0.336 -3.299 -2.208
H 1.399 -2.945 -2.170
H 0.391 1.276 -5.265
H 1.511 0.728 -4.007
H 0.118 1.694 -3.568
H -2.019 -0.625 -5.391
H -2.222 0.658 -4.178
H -2.331 -1.045 -3.699
Br -0.177 -1.726 2.592



(7)
49
Properties=species:S:1:pos:R:3 method="wB97M-V/def2-TZVPD" spin_multiplicity=1 orbital_gap_ev=6.57 e_above_lowest_kj_mol=426.59
N 6.443 -2.015 -0.377
C 5.467 -1.099 -1.006
C 5.712 0.299 -0.950
O 6.861 0.776 -0.255
C 4.664 1.246 -1.681
O 5.121 2.324 -2.169
C 3.149 0.775 -1.799
C 1.936 1.744 -1.868
C 2.109 3.331 -1.780
F 0.832 3.848 -1.370
F 2.575 3.934 -2.963
F 3.006 3.578 -0.685
C 0.496 1.160 -2.018
C 0.209 -0.382 -2.113
C 1.449 -1.342 -2.012
P 1.050 -3.224 -2.094
N -0.356 -3.376 -0.987
O 0.591 -3.695 -3.677
C 2.908 -0.784 -1.848
C 4.175 -1.739 -1.726
O 4.238 -2.932 -2.098
H 6.694 -1.626 0.548
H 5.925 -2.893 -0.179
H 7.592 0.764 -0.922
H -0.426 1.835 -2.084
H -0.856 -0.791 -2.255
H -0.075 -2.767 -0.187
H -1.094 -2.831 -1.482
H 1.198 -3.344 -4.364
C -4.583 -0.955 0.918
S -3.119 -2.009 0.970
O -2.085 -1.383 0.085
C -3.846 -3.389 0.060
H -4.345 -0.008 1.403
H -4.873 -0.770 -0.118
H -5.400 -1.440 1.455
H -4.181 -3.053 -0.923
H -4.686 -3.795 0.625
H -3.085 -4.161 -0.061
C -5.499 3.040 4.300
S -4.102 2.437 3.327
O -3.886 1.004 3.692
C -2.844 3.410 4.181
H -6.402 2.532 3.961
H -5.336 2.824 5.358
H -5.610 4.115 4.150
H -2.846 3.170 5.246
H -3.041 4.473 4.034
H -1.870 3.162 3.756



(8)
45
Properties=species:S:1:pos:R:3 method="wB97M-V/def2-TZVPD" spin_multiplicity=1 orbital_gap_ev=8.92 e_above_lowest_kj_mol=0.67 smiles="COC(=O)c1cc(NC(=O)[C@H](CCS(C)(=O)=O)OC)c(F)cc1OC"
C 2.637 4.063 2.613
O 2.413 2.789 2.001
C 2.990 1.751 2.636
O 3.677 1.881 3.614
C 2.633 0.457 1.984
C 1.423 0.357 1.309
C 1.005 -0.840 0.746
N -0.201 -1.010 0.036
C -1.359 -0.312 0.247
O -1.472 0.600 1.033
C -2.511 -0.744 -0.674
C -2.509 0.157 -1.905
C -3.615 -0.237 -2.872
S -3.757 0.845 -4.277
C -2.252 0.600 -5.183
O -4.837 0.351 -5.089
O -3.766 2.203 -3.802
O -3.753 -0.609 -0.051
C -3.914 -1.453 1.074
C 1.865 -1.918 0.856
F 1.487 -3.087 0.289
C 3.084 -1.860 1.491
C 3.481 -0.660 2.075
O 4.662 -0.507 2.700
C 5.519 -1.631 2.789
H 2.101 4.781 2.000
H 2.254 4.068 3.632
H 3.701 4.293 2.634
H 0.785 1.223 1.243
H -0.263 -1.850 -0.517
H -2.356 -1.794 -0.977
H -2.654 1.187 -1.577
H -1.529 0.090 -2.383
H -3.498 -1.249 -3.264
H -4.593 -0.168 -2.394
H -2.347 1.222 -6.072
H -1.404 0.931 -4.589
H -2.166 -0.446 -5.467
H -4.932 -1.317 1.429
H -3.768 -2.504 0.798
H -3.219 -1.185 1.874
H 3.694 -2.750 1.516
H 6.396 -1.291 3.332
H 5.046 -2.447 3.340
H 5.820 -1.982 1.799



(9)
39
Properties=species:S:1:pos:R:3 method="wB97M-V/def2-TZVPD" spin_multiplicity=1 orbital_gap_ev=8.77 e_above_lowest_kj_mol=44.54 smiles="CC(=O)c1cccc(NC(=O)N2CCCCCC2)c1"
C 3.676 -2.187 1.271
C 2.486 -1.454 0.707
O 2.606 -0.619 -0.163
C 1.153 -1.797 1.264
C 0.040 -1.343 0.562
C -1.252 -1.588 1.019
C -1.413 -2.337 2.187
C -0.310 -2.795 2.882
C 0.973 -2.527 2.438
H 1.818 -2.880 3.007
H -0.454 -3.369 3.785
H -2.409 -2.556 2.543
N -2.375 -1.106 0.362
C -2.377 -0.431 -0.877
O -3.007 -0.897 -1.807
N -1.713 0.748 -0.923
C -1.368 1.478 0.288
H -0.853 0.806 0.977
C -0.469 2.693 0.067
C 0.828 2.395 -0.688
C 0.668 2.489 -2.203
H 0.269 3.474 -2.461
H 1.654 2.401 -2.664
C -0.238 1.412 -2.791
H -0.308 1.562 -3.870
H 0.206 0.428 -2.623
C -1.653 1.417 -2.209
H -2.032 2.437 -2.119
H -2.319 0.860 -2.873
H 1.580 3.126 -0.384
H 1.207 1.409 -0.418
H -1.013 3.487 -0.446
H -0.226 3.067 1.065
H -2.295 1.811 0.777
H -3.183 -1.712 0.443
H 0.201 -0.818 -0.367
H 4.560 -1.940 0.690
H 3.836 -1.883 2.304
H 3.507 -3.261 1.247



(10)
43
Properties=species:S:1:pos:R:3 method="wB97M-V/def2-TZVPD" spin_multiplicity=1 orbital_gap_ev="6.38 / 6.41" total_charge=-1
C -0.517 0.917 -4.473
C 0.868 1.150 -4.299
C 1.050 1.850 -3.084
C -0.218 2.066 -2.484
C -1.206 1.475 -3.339
Bi -1.071 -1.199 -2.166
N -3.390 -0.784 -1.672
C 0.320 -3.197 -2.463
C 1.670 -3.330 -2.501
H 2.004 2.195 -2.665
H 1.658 0.852 -4.997
H -0.414 2.588 -1.558
H -2.285 1.492 -3.176
H -1.003 0.449 -5.344
H 2.160 -3.035 -3.388
H -0.243 -3.378 -1.561
H -3.034 -1.649 -1.111
H 2.150 -3.266 -1.529
H -0.397 -3.119 -3.293
C -1.969 1.610 2.346
C -0.512 1.551 2.748
C 0.236 0.243 2.370
C 1.635 0.309 3.033
C 2.398 1.595 2.757
C -0.494 -0.944 3.008
O -0.795 -1.043 4.195
N -0.834 -1.973 2.147
C -0.598 -2.102 0.787
O -0.987 -3.128 0.205
N -0.029 -1.013 0.163
C 0.333 0.128 0.839
O 0.724 1.098 0.168
H -2.083 1.566 1.259
H -2.392 2.556 2.697
H -2.533 0.794 2.808
H 0.034 2.381 2.289
H -0.421 1.689 3.837
H 1.507 0.211 4.122
H 2.224 -0.558 2.713
H 2.177 2.356 3.513
H 3.471 1.393 2.797
H 2.146 1.984 1.768
H -1.338 -2.779 2.537



(11)
45
Properties=species:S:1:pos:R:3 method="wB97M-V/def2-TZVPD" spin_multiplicity=1 orbital_gap_ev=7.52 total_charge=+1 e_above_lowest_kj_mol=0.00
Lu 0.099 -0.591 0.930
C 3.616 -1.790 0.590
C 3.385 -0.484 -0.120
C 4.400 0.058 -0.912
C 4.205 1.212 -1.609
C 2.982 1.901 -1.471
C 2.641 3.105 -2.141
Br 3.871 3.914 -3.297
C 1.438 3.707 -1.968
C 0.500 3.123 -1.094
Br -1.203 3.872 -0.811
C 0.754 1.969 -0.421
O -0.144 1.363 0.371
C 2.007 1.335 -0.637
N 2.207 0.118 -0.003
H 4.655 -2.081 0.447
H 2.989 -2.567 0.162
H 3.430 -1.703 1.663
H 5.347 -0.474 -0.990
H 4.990 1.576 -2.267
H 1.199 4.642 -2.473
N -0.799 -0.234 5.207
C -1.165 -0.374 3.927
N -2.465 -0.476 3.640
O -0.289 -0.449 3.022
H -1.484 -0.147 5.928
H 0.172 -0.215 5.453
H -3.185 -0.376 4.333
H -2.738 -0.439 2.676
C -3.801 -2.333 -1.868
Si -2.493 -1.335 -1.051
C -3.323 -0.070 0.042
C -1.517 -0.450 -2.353
C -1.225 -2.127 0.032
H -4.494 -1.676 -2.410
H -4.384 -2.915 -1.166
H -3.349 -3.008 -2.590
H -3.953 0.616 -0.535
H -2.610 0.619 0.532
H -3.940 -0.530 0.805
H -2.134 0.237 -2.938
H -1.048 -1.176 -3.010
H -0.726 0.186 -1.923
H -0.698 -2.877 -0.556
H -1.724 -2.654 0.853



Taking the records one at a time from the top gives F_max values of 7.5, 1.3, 19.7, 11.4, 6.3, 2.7, 5.2, 0.1, 0.7, 7.1, 1.4 eV/Å.